Run w
Entry from OMol25: the ion C2H3INO2 with charge +1 (wB97M-V/def2-TZVPD).

Cartesian coordinates (Å):
C 2.483 0.590 0.022
C 0.108 -0.084 -0.109
N 1.374 -0.601 -0.001
O 2.067 1.656 0.281
O 1.599 -1.730 0.312
I 4.516 -0.014 -0.034
H -0.320 -0.112 -1.097
H 0.060 0.995 0.159
H -0.576 -0.693 0.375

As for the spin multiplicity: 1. As for the SMILES: C[N+](=O)C(=O)I. As for the charge: +1. The calculation puts the HOMO energy at -15.03 eV.

---

Run x
Entry from OMol25: the ion C2H3INO2 with charge +1 (wB97M-V/def2-TZVPD).

Cartesian coordinates (Å):
C 0.314 1.498 0.176
C -1.018 -0.593 0.018
N 0.180 0.312 -0.095
O 0.531 2.576 0.299
O 1.304 -0.199 -0.860
I 2.772 -1.120 0.252
H -0.884 -1.475 0.779
H -1.241 -1.058 -0.957
H -1.958 0.060 0.388

As for the spin multiplicity: 1. As for the SMILES: C[N+](=C=O)OI. As for the charge: +1. The calculation puts the HOMO energy at -14.60 eV.

---

It is run x that is the least stable of them.

---

Run w
Entry from OMol25: a cluster of 2 separate species, C4H11NS in total (wB97M-V/def2-TZVPD).

Cartesian coordinates (Å):
C -0.591 -1.001 1.421
C 0.456 -1.117 0.161
C -0.810 -0.769 -0.317
S 0.745 2.006 -0.419
C 0.821 1.309 -2.094
N -1.275 -2.273 1.694
H -1.249 -0.141 1.592
H 0.132 -0.841 2.223
H 0.820 -2.133 0.063
H 1.253 -0.378 0.219
H -1.083 0.263 -0.523
H -1.430 -1.565 -0.713
H 1.368 0.357 -2.179
H -0.156 1.076 -2.543
H 1.316 2.029 -2.743
H -0.901 -2.757 2.489
H -2.275 -2.172 1.797

As for the spin multiplicity: 1. As for the charge: 0. The calculation puts the HOMO energy at -6.08 eV.

---

Run x
Entry from OMol25: a structure of composition C4H11NS (wB97M-V/def2-TZVPD).

Cartesian coordinates (Å):
C -2.138 -1.486 -1.916
C -0.632 -1.324 -1.866
S -0.206 -0.883 -0.094
H -2.611 -0.588 -1.564
H -2.451 -2.258 -1.180
H -2.518 -1.738 -2.939
H -0.246 -0.518 -2.487
H -0.090 -2.246 -2.064
C 1.268 1.156 1.510
C 0.670 1.748 2.609
N 1.567 1.723 0.162
H 1.898 0.303 1.633
H 0.987 1.491 3.591
H 0.083 2.668 2.523
H 0.020 0.351 1.142
H 1.323 2.729 0.229
H 0.928 1.316 -0.534

As for the spin multiplicity: 1. As for the charge: 0. The calculation puts the HOMO energy at -8.02 eV.

---

It is run w that is the least stable of them.

---

Run w
Entry from OMol25: an isolated molecule of C4H11NS (wB97M-V/def2-TZVPD).

Cartesian coordinates (Å):
C -1.680 -0.942 -0.624
C -0.551 0.015 -0.233
C 0.694 -0.721 0.212
C 1.710 0.199 0.875
S 1.240 0.715 2.552
N -0.228 0.968 -1.303
H -1.291 -1.845 -1.091
H -2.254 -1.256 0.252
H -2.325 -0.455 -1.353
H -1.029 0.610 0.542
H 1.157 -1.105 -0.703
H 0.391 -1.575 0.834
H 1.725 1.107 0.273
H 2.716 -0.205 0.860
H 0.922 1.982 2.276
H -0.508 0.653 -2.221
H -0.689 1.855 -1.148

As for the spin multiplicity: 1. As for the SMILES: C[C@H](N)CCS. As for the charge: 0. The calculation puts the HOMO energy at -8.93 eV.

---

Run x
Entry from OMol25: an isolated molecule of C4H11NS (wB97M-V/def2-TZVPD).

Cartesian coordinates (Å):
C -1.165 1.960 0.291
N -0.471 0.806 0.824
C 0.034 -0.227 -0.121
C 0.095 -1.564 0.523
S -0.515 -2.940 -0.708
C 1.339 0.333 -0.833
H -1.527 2.556 1.176
H -2.045 1.761 -0.373
H -0.560 2.681 -0.231
H 0.392 1.176 1.289
H -0.703 -0.329 -0.976
H -0.626 -1.742 1.315
H 1.114 -1.782 1.135
H -0.456 -4.245 -0.280
H 1.031 1.389 -1.100
H 1.684 -0.400 -1.601
H 2.379 0.567 -0.329

As for the spin multiplicity: 1. As for the SMILES: CN[C@@H](C)CS. As for the charge: 0. The calculation puts the HOMO energy at -8.95 eV.

---

It is run x that is the least stable of them.

---

Run w
Entry from OMol25: a cluster of 2 separate species, C4H11NS in total (wB97M-V/def2-TZVPD).

Cartesian coordinates (Å):
C 0.677 -0.162 -2.619
S 1.709 -1.450 -3.594
C 2.577 -2.294 -2.316
H -0.192 0.240 -3.287
H 1.372 0.681 -2.295
H 0.796 -0.860 -1.718
H 2.978 -3.280 -2.588
H 3.364 -1.761 -1.638
H 1.964 -2.453 -1.465
C -2.018 0.617 1.803
C -2.286 1.264 2.959
N -1.536 2.304 3.496
H -1.079 0.072 1.492
H -2.706 0.441 0.965
H -2.723 0.795 3.819
H -0.912 2.771 2.847
H -1.986 3.078 4.140

As for the spin multiplicity: 1. As for the SMILES: C=CN.CSC. As for the charge: 0. The calculation puts the HOMO energy at -7.22 eV.

---

Run x
Entry from OMol25: a cluster of 2 separate species, C4H11NS in total (wB97M-V/def2-TZVPD).

Cartesian coordinates (Å):
C -0.372 -1.866 -0.644
C 0.824 -2.004 0.296
S 2.235 -0.908 -0.115
H -0.856 -2.821 -0.847
H -0.080 -1.414 -1.592
H -1.126 -1.202 -0.219
H 1.219 -3.015 0.267
H 0.543 -1.764 1.319
C -1.104 1.834 -0.581
C 0.371 1.761 1.190
N 0.183 1.398 0.003
H -1.167 1.522 -1.620
H -1.154 2.922 -0.518
H -1.929 1.428 0.001
H -0.318 2.441 1.691
H 1.330 1.485 1.627
H 1.399 0.203 -0.260

As for the spin multiplicity: 1. As for the SMILES: C=NC.CCS. As for the charge: 0. The calculation puts the HOMO energy at -8.24 eV.

---

It is run w that is the least stable of them.